(1)
C25H33O2PmTe | the ωB97M-V functional and the def2-TZVPD basis

Geometry as XYZ:
```
62
Properties=species:S:1:pos:R:3:forces:R:3
O -0.375 2.381 -2.402 0.165 0.443 -0.114
C 0.579 3.323 -2.939 0.153 -0.185 -0.052
C -0.452 4.443 -3.071 -0.299 -0.411 0.314
H 0.992 2.993 -3.892 0.130 -0.165 0.047
H 1.382 3.494 -2.220 0.037 0.114 -0.090
C -1.422 3.400 -2.401 0.110 0.065 -0.354
H -0.723 4.660 -4.111 0.063 0.124 0.309
H -0.209 5.358 -2.511 -0.352 -0.334 -0.205
C -2.554 2.901 -3.270 -0.043 -0.110 -0.219
H -2.177 2.608 -4.261 -0.119 0.227 0.224
H -3.330 3.664 -3.372 0.012 -0.108 -0.071
H -2.991 2.000 -2.821 -0.005 0.203 0.008
C -1.875 3.709 -0.997 0.144 0.134 0.371
H -1.057 4.146 -0.414 -0.131 -0.014 -0.098
H -2.184 2.794 -0.481 -0.022 0.045 -0.144
H -2.718 4.407 -0.999 0.094 -0.026 -0.027
Pm 0.379 -1.376 0.811 -0.321 1.763 2.137
C 0.985 1.125 2.115 0.538 0.549 -0.055
C 2.092 0.242 1.952 -0.219 -0.118 -0.246
C 2.619 0.458 0.645 0.159 0.650 0.207
H 2.509 -0.409 2.725 -0.317 0.072 -0.422
C 1.992 1.636 0.121 -0.308 -0.637 0.155
C 0.976 2.037 1.014 0.365 -0.850 0.227
H 0.344 2.917 0.911 0.052 -0.383 -0.032
H 0.331 1.166 2.982 0.243 0.118 -0.039
H 3.423 -0.106 0.179 0.053 0.305 0.220
H 2.293 2.181 -0.776 -0.218 -0.441 0.186
C -1.879 -0.957 1.992 -0.235 0.163 -0.345
C -1.893 0.202 1.159 -0.531 -0.562 -0.188
C -2.208 -0.207 -0.165 0.251 -0.020 0.529
H -1.732 1.229 1.470 -0.031 -0.296 0.006
C -2.331 -1.623 -0.167 -0.048 0.022 0.403
C -2.140 -2.093 1.161 -0.346 0.102 0.032
H -2.195 -3.139 1.481 0.014 0.506 -0.126
H -1.676 -0.963 3.062 -0.115 -0.039 -0.269
H -2.410 0.472 -1.004 0.385 -0.443 0.388
H -2.586 -2.236 -1.037 0.117 0.158 0.446
O 0.565 -1.693 -1.293 0.317 -1.109 -4.169
C -0.140 -1.031 -2.436 0.017 -0.284 0.438
C 0.306 -1.718 -3.705 0.328 0.217 -0.371
H 0.122 0.031 -2.406 -0.265 -0.175 0.182
H -1.215 -1.201 -2.310 0.480 0.313 0.327
C 1.061 -2.988 -3.309 -0.303 -0.160 0.385
H 0.943 -1.046 -4.281 -0.007 -0.110 -0.058
H -0.574 -1.956 -4.302 0.149 0.033 -0.119
C 1.395 -2.847 -1.829 -0.172 0.616 0.373
H 1.975 -3.105 -3.888 -0.077 -0.113 -0.006
H 0.432 -3.870 -3.446 0.105 0.055 -0.113
H 2.440 -2.564 -1.677 -0.203 -0.081 0.167
H 1.138 -3.736 -1.232 0.140 0.459 -0.248
Te 1.587 -4.019 1.655 0.278 -0.435 -0.250
C 1.341 -3.042 3.503 -0.101 -0.044 0.283
C 0.053 -3.016 4.073 0.742 0.476 0.274
C -0.145 -2.333 5.276 0.240 -0.002 -0.012
C 0.929 -1.678 5.889 -0.160 -0.007 0.127
C 2.220 -1.756 5.353 -0.174 -0.237 -0.135
C 2.440 -2.456 4.163 -0.876 0.077 0.337
H -0.759 -3.528 3.568 0.029 0.051 0.119
H -1.134 -2.341 5.742 0.301 0.147 -0.144
H 0.753 -1.108 6.809 0.121 -0.296 -0.346
H 3.056 -1.287 5.877 -0.252 -0.088 -0.189
H 3.432 -2.547 3.736 -0.081 0.073 0.030
```
Positions in Å, forces in eV/Å.

Properties
Energy above the lowest of the compared OMol25 structures with the same formula, charge and spin = 0.0 kcal per mole
LUMO level (alpha / beta) = 0.199 / 0.200 eV
Multiplicity = 5
Calculated total energy = -54401.1488 eV
Frontier orbital gap (alpha / beta) = 7.39 / 7.44 eV
Highest occupied orbital energy (alpha / beta) = -7.187 / -7.240 eV
Maximum force = 4.33 eV Å⁻¹

=====

(2)
C25H33O2SeTi | the ωB97M-V functional and the def2-TZVPD basis

Geometry as XYZ:
```
62
Properties=species:S:1:pos:R:3:forces:R:3
O 0.528 -0.337 -3.976 1.079 1.245 -8.196
C 1.316 0.757 -4.932 -0.426 -0.024 1.275
C 1.255 -0.052 -6.199 -0.047 0.282 0.582
H 2.328 0.845 -4.539 -0.247 0.195 0.344
H 0.738 1.679 -4.962 0.265 -0.106 0.479
C 0.637 -1.177 -5.362 0.109 -0.706 -0.142
H 2.262 -0.314 -6.576 -0.734 0.153 -0.003
H 0.637 0.395 -6.991 0.056 -0.274 0.311
C 1.728 -2.236 -5.295 0.274 -0.775 0.011
H 2.648 -1.712 -4.997 -0.160 -0.565 -0.227
H 1.850 -2.749 -6.267 0.039 0.846 -0.082
H 1.573 -3.094 -4.644 0.037 0.524 0.010
C -0.673 -1.697 -5.917 -0.212 -0.212 0.251
H -1.445 -0.930 -6.046 0.227 0.021 0.237
H -1.074 -2.507 -5.302 -0.045 0.102 0.034
H -0.479 -2.116 -6.922 0.081 0.149 0.377
Ti 0.529 -0.503 -2.112 0.677 -0.193 5.714
C -1.088 -0.549 0.378 -0.671 0.203 -0.796
C -1.196 0.685 -0.327 -0.907 -0.789 -1.049
C -1.512 0.401 -1.707 -0.922 0.553 1.331
H -1.168 1.655 0.177 0.313 -0.319 -0.554
C -1.554 -1.029 -1.853 -1.826 -0.242 1.447
C -1.386 -1.588 -0.516 -0.930 1.221 -0.741
H -1.601 -2.604 -0.224 0.490 -0.033 -0.164
H -0.747 -0.640 1.408 -0.280 -0.061 -0.243
H -1.852 1.130 -2.438 0.246 -0.117 0.036
H -1.837 -1.569 -2.748 -0.257 0.007 0.123
C 1.481 -2.426 -0.217 0.818 -0.224 -0.203
C 0.668 -3.020 -1.194 1.213 -0.198 -0.844
C 1.131 -2.617 -2.467 0.593 -1.124 0.828
H -0.114 -3.774 -1.164 -0.016 0.527 0.604
C 2.323 -1.814 -2.284 0.647 -1.167 0.621
C 2.516 -1.683 -0.869 -0.618 -1.566 -1.182
H 3.436 -1.301 -0.433 -0.600 0.332 0.027
H 1.351 -2.478 0.855 -0.070 -0.023 -0.046
H 0.610 -2.979 -3.334 0.211 0.051 0.058
H 3.093 -1.634 -3.016 -0.036 0.282 -0.049
O -0.351 3.423 -5.321 -1.090 0.115 1.109
C -1.668 2.862 -5.302 -0.475 -0.700 -0.147
C -2.539 3.554 -4.197 0.736 -0.640 0.146
H -1.633 1.769 -5.058 0.285 0.720 -0.344
H -2.028 2.980 -6.347 -0.376 -0.096 0.672
C -1.669 4.710 -3.671 0.215 -0.097 -0.559
H -2.790 2.853 -3.389 0.221 0.039 -0.326
H -3.483 3.922 -4.574 -0.157 0.083 -0.303
C -0.342 4.577 -4.462 1.117 0.608 -0.202
H -1.478 4.730 -2.590 -0.166 -0.365 -0.342
H -2.224 5.612 -3.917 0.431 0.391 -0.012
H 0.541 4.467 -3.789 -0.653 0.164 -0.367
H -0.153 5.429 -5.154 -0.173 -0.185 0.681
Se 1.620 1.205 -0.465 1.696 2.732 0.801
C 1.420 1.248 1.477 0.445 0.013 -0.600
C 0.877 2.302 2.254 0.064 -0.757 -0.007
C 0.754 2.141 3.650 0.538 -0.085 -0.336
C 1.278 1.003 4.278 -0.122 -0.254 -0.298
C 1.923 0.012 3.511 -0.053 0.681 -0.076
C 2.029 0.163 2.132 -0.414 0.260 0.549
H 0.603 3.242 1.769 -0.204 -0.428 0.101
H 0.302 2.935 4.258 0.188 -0.304 -0.285
H 1.200 0.882 5.359 -0.027 0.067 -0.239
H 2.388 -0.855 3.974 -0.100 0.148 0.118
H 2.618 -0.529 1.540 -0.295 -0.086 0.088
```
Positions in Å, forces in eV/Å.

Properties
LUMO level (alpha / beta) = 2.499 / 2.460 eV
Multiplicity = 3
Calculated total energy = -119011.4991 eV
Frontier orbital gap (alpha / beta) = 3.93 / 5.02 eV
Total charge = -1
Highest occupied orbital energy (alpha / beta) = -1.432 / -2.561 eV
Maximum force = 8.36 eV Å⁻¹

=====

(3)
C25H34As2CrO10 | the ωB97M-V functional and the def2-TZVPD basis

Geometry as XYZ:
```
72
Properties=species:S:1:pos:R:3:forces:R:3
Cr -1.238 -0.731 -0.869 0.488 0.142 -0.718
C -0.686 -1.798 -2.722 -0.018 0.018 0.238
C -1.671 -2.560 -2.023 -0.080 -0.107 0.084
C -2.867 -1.798 -1.964 -0.049 -0.007 0.057
C -2.625 -0.555 -2.591 -0.122 -0.081 -0.223
C -1.279 -0.558 -3.078 -0.129 0.077 0.159
C -0.659 0.522 -3.908 -0.015 -0.018 0.111
C -3.648 0.511 -2.822 0.128 0.027 0.212
C -4.158 -2.255 -1.376 0.011 0.039 0.132
C -1.526 -3.967 -1.533 0.051 0.136 0.128
C 0.676 -2.287 -3.098 -0.036 -0.020 0.024
H -0.908 0.365 -4.960 0.011 -0.009 -0.005
H 0.425 0.524 -3.816 0.053 -0.013 -0.009
H -1.028 1.505 -3.620 -0.013 -0.007 -0.024
H -4.306 0.211 -3.638 -0.020 0.007 -0.043
H -3.186 1.460 -3.083 0.005 0.009 0.002
H -4.267 0.668 -1.939 0.001 -0.004 -0.001
H -4.713 -2.834 -2.118 0.000 0.005 -0.005
H -4.777 -1.415 -1.068 0.015 -0.021 -0.004
H -3.994 -2.889 -0.505 0.003 0.022 -0.017
H -2.117 -4.635 -2.162 0.013 -0.008 -0.016
H -1.888 -4.070 -0.509 0.012 0.009 -0.023
H -0.489 -4.296 -1.560 -0.041 0.016 0.016
H 0.611 -2.917 -3.988 0.008 0.004 0.030
H 1.118 -2.884 -2.300 -0.004 0.002 -0.004
H 1.348 -1.463 -3.321 0.039 0.049 -0.018
C 3.366 -2.935 1.200 -0.206 0.002 -0.012
O 1.986 -2.966 0.751 0.405 -0.013 0.109
C 1.317 -1.847 0.596 0.201 0.061 0.198
O 0.195 -1.935 0.114 -0.340 0.203 -0.030
C 1.921 -0.504 0.863 -0.201 -0.091 -0.217
C 2.097 0.028 2.069 -0.064 -0.177 0.234
As 2.535 1.915 2.416 0.026 -0.041 -0.123
C 1.372 2.186 3.963 -0.095 -0.033 0.037
C 1.229 2.620 1.120 -0.022 0.298 0.134
C 0.999 2.096 -0.079 -0.286 -0.219 -0.286
As 1.928 0.527 -0.808 -0.014 0.029 0.066
C 3.758 1.210 -0.796 -0.045 -0.031 -0.035
C -0.204 2.386 -0.914 0.206 0.368 0.047
O -1.035 1.508 -1.108 -0.244 -0.687 0.402
O -0.409 3.533 -1.515 0.196 0.304 0.082
C 0.552 4.624 -1.456 -0.110 -0.086 0.029
C 0.703 3.963 1.590 -0.042 -0.106 -0.016
O 1.531 4.800 1.832 0.079 0.025 -0.032
O -0.589 4.245 1.703 -0.133 -0.179 -0.054
C -1.617 3.226 1.674 0.153 0.037 -0.007
C 2.008 -0.795 3.325 -0.078 0.021 -0.027
O 2.699 -0.578 4.286 0.055 0.078 -0.004
O 1.123 -1.787 3.239 0.016 -0.094 -0.012
C 1.041 -2.669 4.383 -0.021 0.130 -0.055
H 3.682 -3.971 1.236 -0.059 -0.049 -0.037
H 3.456 -2.493 2.188 -0.060 -0.016 0.021
H 3.983 -2.387 0.493 0.000 0.063 -0.081
H 1.860 1.754 4.830 0.021 -0.016 0.047
H 0.400 1.720 3.801 0.028 0.004 0.011
H 1.264 3.258 4.113 0.014 0.019 -0.004
H 3.993 1.720 0.129 0.094 0.084 0.111
H 3.874 1.899 -1.630 -0.038 0.017 -0.033
H 4.444 0.378 -0.938 0.007 -0.065 -0.010
H 0.324 5.273 -0.616 -0.086 -0.019 0.055
H 0.428 5.172 -2.382 -0.041 -0.038 -0.062
H 1.567 4.252 -1.372 0.078 -0.107 0.016
H -2.230 3.379 0.789 0.020 0.048 -0.032
H -2.228 3.369 2.562 0.028 0.070 0.028
H -1.195 2.223 1.685 0.001 0.164 -0.021
H 0.557 -3.571 4.027 -0.038 -0.023 -0.053
H 0.443 -2.200 5.161 -0.010 0.048 0.011
H 2.031 -2.882 4.773 0.076 -0.012 -0.018
O -2.365 -0.894 0.791 0.417 0.327 0.015
C -1.826 -0.382 1.843 0.300 -0.322 -0.328
O -0.795 0.300 1.852 -0.290 -0.285 -0.140
H -2.322 -0.628 2.791 -0.206 0.043 -0.006
```
Positions in Å, forces in eV/Å.

Properties
Energy above the lowest of the compared OMol25 structures with the same formula, charge and spin = 0.0 kcal per mole
LUMO level (alpha / beta) = -3.577 / -3.351 eV
Multiplicity = 2
Calculated total energy = -197043.4942 eV
Frontier orbital gap (alpha / beta) = 8.15 / 8.25 eV
Total charge = +1
Highest occupied orbital energy (alpha / beta) = -11.725 / -11.605 eV
Maximum force = 0.88 eV Å⁻¹